Density functional theory data (ωB97M-V/def2-TZVPD) for a cluster of 12 separate species, C48H78N6O18 in total.

The geometry in XYZ format:
```
150
Properties=species:S:1:pos:R:3:forces:R:3:lowdin_charge:R:1
O -1.3349 -3.3494 -4.7931 0.03 -3.24 0.89 0.07
C 5.8520 2.9905 -0.1427 -0.61 0.46 1.07 -0.19
H -2.6436 0.6420 -3.8105 -0.61 -0.05 -0.14 0.10
H 6.4564 2.8414 -2.1022 0.46 0.07 -0.75 0.08
H 6.6782 3.6544 0.0886 0.19 0.16 0.01 0.12
H -2.0147 4.0820 -1.6029 0.30 0.07 0.13 0.08
C -1.4406 -2.0965 -4.9025 -0.06 2.57 -1.54 -0.67
H -2.3744 -2.6881 1.1877 -0.09 0.30 0.27 0.08
H 1.2202 5.2307 0.8708 0.68 -0.40 0.48 0.08
H 3.8665 -0.5252 2.6353 0.13 -1.00 0.11 0.09
H -0.6258 1.3192 -0.4143 0.24 0.04 -0.09 0.10
C -1.8867 2.2495 -2.7712 -0.40 -0.69 -0.50 -0.14
C -0.5539 4.9024 4.8431 -0.09 1.89 0.03 -0.12
C -5.7869 -3.4759 -1.9002 -1.27 0.66 0.48 -0.64
H -1.7981 -0.2242 3.2382 0.27 0.25 0.13 0.14
H -3.8116 -1.9337 -2.5274 -0.01 0.50 0.19 0.07
H 0.0041 3.3050 2.0320 0.10 -0.48 -1.00 0.08
H 3.5573 2.3847 -4.1113 0.83 0.10 -0.29 0.05
H 5.4624 -1.3473 -2.9339 0.31 0.44 0.72 0.12
C -1.4090 -0.3709 6.3245 -0.54 0.37 1.63 -0.13
H 6.2170 -1.1826 1.3643 0.10 0.15 -0.02 0.09
H -3.2885 -0.1125 5.1555 -0.90 0.21 -0.06 0.09
N -5.1862 1.2665 2.9042 -0.68 0.61 0.91 0.00
O 3.0004 0.5093 1.0559 0.30 -0.40 -0.77 -0.02
H 0.2142 -1.4781 -1.3375 -0.84 0.25 -0.24 0.09
O 0.0127 -2.3247 1.4007 0.37 1.46 0.79 0.08
H 3.3175 -4.6767 0.9116 -0.42 -0.50 0.14 0.07
H -1.4851 -0.8042 -1.6112 -0.15 -0.32 -0.20 0.07
C -8.1161 -3.3088 -2.4231 0.74 -0.76 -0.99 -0.17
C -1.7620 -3.9302 -3.5406 0.68 1.03 1.23 0.02
H -0.6074 5.7707 2.7666 -0.16 1.57 -0.87 0.06
H 4.9222 2.1403 -1.8270 -0.92 -0.58 -0.46 0.04
O -0.9487 -1.7397 -6.0791 0.66 1.29 -1.52 0.04
H -4.4142 -1.6923 -0.8373 0.56 0.38 -0.01 0.08
O -1.9241 -1.3174 -4.1311 -0.75 0.85 1.33 0.08
C -4.1041 2.1119 -3.1397 -0.63 -0.81 0.24 -0.16
O 0.5193 3.3788 -0.8060 1.47 0.37 -1.27 0.07
C -3.8991 3.2041 -2.3424 0.16 0.04 -0.01 -0.10
C 1.6915 -3.5518 4.7998 -0.70 0.24 0.16 -0.14
C 3.7107 0.4719 2.3076 -1.46 1.15 -0.60 0.01
H -3.9101 2.9690 3.4625 -0.06 0.23 0.58 0.11
H -0.8604 0.2411 -5.5306 -0.12 0.75 1.31 0.07
C -2.4891 3.2934 -2.1514 -0.20 1.08 0.71 -0.11
H -3.8552 0.0266 0.2554 0.26 0.16 0.02 0.06
H 4.8429 0.0450 -0.5787 -0.14 -0.23 -0.17 0.07
H 2.7574 0.7750 -4.2544 0.04 -0.11 -0.35 0.07
O -0.9899 -3.9358 0.2266 -0.29 0.46 -0.26 -0.01
H -2.2722 -0.5913 -8.0858 -0.11 0.21 -0.18 0.07
C 0.0628 -3.1752 0.5628 -0.55 -2.26 -0.59 -0.66
H -4.8049 -0.4149 -2.0980 0.55 -0.49 0.16 0.09
C 6.3061 -1.3669 0.3066 -0.44 0.72 0.19 -0.11
H -0.2591 3.0635 6.1914 -0.32 1.03 -0.97 0.13
N 1.0434 -3.8852 3.6306 0.52 -0.26 0.25 0.05
H 5.0466 3.9394 -1.9408 0.12 -0.37 0.20 0.10
N -2.8955 1.4854 -3.3122 0.59 0.11 -0.78 0.02
C 2.0280 2.0379 -2.6154 0.71 -1.15 -1.86 -0.17
C -5.2285 0.3601 1.8622 0.69 0.56 1.14 -0.14
C -2.2223 0.1224 -7.2627 1.88 -0.27 0.07 -0.04
C -2.1853 -3.7356 1.0369 0.51 -0.96 -1.09 0.01
H -8.9724 -3.8707 -2.0754 -0.06 -0.39 -0.13 0.12
O 1.2227 0.3349 -0.1695 0.61 0.83 0.59 0.00
H 7.8190 -2.9861 0.1096 0.11 0.11 0.16 0.11
C 1.5794 -5.0632 3.1718 0.24 0.35 0.27 -0.14
H 4.4112 -3.6274 0.2221 0.03 0.19 -0.33 0.08
H -5.8738 1.2974 3.6409 0.08 0.09 -0.16 0.14
H 3.8170 4.9741 3.8865 -0.49 -0.47 0.08 0.12
C 1.4274 3.9496 -1.4361 -2.96 -1.68 2.88 -0.61
H 1.0014 1.6587 -2.7626 0.37 0.55 0.93 0.08
C 4.6270 3.5435 1.8656 1.21 0.20 -1.52 -0.62
H -7.2822 -2.4995 -4.2901 -0.06 0.06 0.19 0.07
H 3.2147 -6.2936 3.9636 -0.23 -0.21 -0.04 0.09
C 2.6437 1.8354 -4.0754 -1.47 0.76 2.27 -0.03
H 3.4637 -4.6170 -0.8452 -0.48 -0.12 -0.73 0.08
H -8.0324 -4.0833 -4.4713 -0.43 0.36 0.12 0.09
H 0.8060 -0.6215 6.4704 0.27 -0.03 0.42 0.08
C 2.5389 -5.4598 4.0660 0.38 -0.59 -0.25 -0.12
H -2.0013 -4.3146 1.9222 -0.19 0.20 0.84 0.09
H 3.6307 3.2443 4.2153 0.40 -0.40 0.08 0.09
O -5.8659 -2.1477 -2.1682 1.37 -0.67 0.04 -0.04
O 1.1133 -3.6595 -0.0758 0.84 1.50 0.43 0.03
C 1.1133 5.7114 -0.0773 -2.69 0.33 -0.59 -0.04
H -0.6809 5.7670 5.5116 -0.04 -0.66 -0.37 0.10
H -5.9503 -0.4184 1.7161 -0.43 0.09 0.36 0.11
H 1.2927 6.7561 -0.0721 0.64 0.84 0.19 0.09
H 1.8980 2.3381 -4.7093 0.44 -0.48 -0.26 0.08
C 2.5840 -4.5162 5.1215 0.25 -0.45 -0.88 -0.11
C 5.5493 -0.7580 -0.7388 -0.75 0.66 0.68 -0.12
N -1.4196 -0.1700 4.1784 -0.72 -0.62 -2.06 0.00
H 2.4771 -2.2326 -0.6307 0.25 1.08 -1.02 0.10
C -0.4664 4.9744 3.4112 0.65 -2.53 1.32 -0.09
C -0.2179 0.3157 -0.2930 0.25 -0.35 -0.21 -0.18
H -2.7498 -4.3265 -3.5931 -0.79 -0.22 -0.42 0.08
H -2.5138 2.1237 1.3510 0.89 0.47 -0.33 0.07
O 4.6688 3.4957 0.5028 -1.13 0.27 1.23 0.00
C 5.5109 2.9977 -1.6210 0.95 0.00 0.99 -0.04
H -4.6705 3.8249 -1.8848 0.38 -0.12 -0.40 0.10
O 5.5855 3.3915 2.5790 -0.02 -0.22 0.06 0.13
H -8.1615 -2.3622 -1.9301 0.28 0.60 0.39 0.11
C 3.4063 -4.0350 0.0478 2.27 0.16 1.44 -0.06
O -4.8673 -4.1174 -1.5088 2.14 0.18 0.08 0.13
C -0.4322 -0.5862 -1.5029 0.45 -0.37 1.63 -0.03
C -0.3445 3.6185 5.2224 0.19 -2.02 1.12 -0.15
H 3.2451 -4.5478 5.9586 0.08 0.06 0.39 0.09
H 2.2101 4.1353 3.8580 -0.66 0.36 -0.25 0.06
H 1.3916 -2.7661 5.4453 -0.35 0.81 -0.07 0.08
H 2.4422 -2.4116 1.1174 -0.11 -0.35 -0.21 0.13
H 1.2425 -5.4745 2.2411 0.04 -0.18 -0.20 0.11
N 6.8646 -2.2485 -1.6229 0.42 -0.74 -0.08 0.00
H -0.0677 1.8924 3.9609 0.22 -0.52 0.53 0.08
C 2.4483 -2.9309 0.1514 -2.22 -1.33 0.23 -0.12
H 0.0434 -0.0977 -6.9466 -0.92 -0.54 -0.07 0.13
C 7.1230 -2.2647 -0.2801 0.39 -0.87 -0.55 -0.15
H -0.0555 -0.1198 -2.3810 0.09 0.43 -0.83 0.04
O 1.0151 1.0292 1.9784 -0.02 0.25 -0.15 0.10
C 1.6858 0.7049 1.0297 -0.32 -0.94 0.34 -0.57
H 4.6099 0.9847 2.0848 1.06 0.26 0.19 0.07
C 3.2493 4.0579 3.6208 0.82 0.88 1.31 -0.03
H 0.6248 -0.5967 3.6694 -0.78 0.45 1.05 0.11
H 3.1202 1.0201 3.0244 0.00 0.16 0.46 0.09
O 2.1210 3.4428 -2.3889 0.90 -0.51 -1.52 0.06
C -4.1022 0.5624 1.1565 1.30 1.19 -0.52 -0.11
H -1.7065 -0.3960 7.3642 -0.12 0.00 -0.10 0.09
H -9.0365 -2.5815 -4.1534 -0.44 -0.01 -0.60 0.07
C -8.1208 -3.1132 -3.9591 0.56 -0.58 1.15 -0.05
C -0.0801 -0.4598 5.9021 0.21 -0.32 -2.68 -0.10
O -6.9455 -4.0885 -1.9739 -2.28 0.68 -0.82 0.05
H -1.0668 -4.7369 -3.3215 0.04 0.17 0.05 0.10
H 0.0587 5.5840 -0.3684 -0.01 0.30 0.63 0.10
C -2.2439 -0.1816 5.2533 1.75 -0.20 0.39 -0.12
C -0.9231 -0.2962 -6.4302 -1.04 -0.65 -1.04 -0.14
H -0.5549 -0.1019 0.6494 -0.52 -0.20 -0.13 0.10
H 0.5150 -3.2824 3.0148 -0.16 0.21 0.49 0.10
C -4.0729 2.1250 2.8387 -1.32 -2.00 -1.17 -0.10
H 2.5516 1.4980 -1.7944 -0.45 0.37 -0.69 0.12
H -0.8617 1.9670 -3.0009 -0.40 0.28 0.50 0.09
O 3.4062 3.8337 2.2497 -0.68 -0.31 -1.13 0.01
N -0.1532 2.8789 4.0892 0.45 0.43 -0.77 0.03
C -0.1557 3.6842 2.9981 -1.05 1.37 0.83 -0.16
H -3.1528 0.0383 -6.7101 0.14 0.04 0.38 0.06
O 1.8011 5.1552 -1.1548 1.88 0.80 -0.52 0.05
C -4.5707 -1.4710 -1.8896 -1.60 -0.56 -0.27 0.02
H 6.0502 2.0401 0.3822 0.25 -0.01 -0.95 0.12
H -2.9861 -4.2277 0.4822 0.06 0.28 -0.05 0.09
H 7.3053 -2.8816 -2.2653 -0.10 0.08 -0.12 0.14
C 5.8791 -1.3542 -1.9165 0.00 -0.35 -0.79 -0.13
C -3.3926 1.6999 1.7452 -0.51 -1.34 -0.75 -0.10
H -1.7682 -3.1399 -2.7326 0.28 -1.00 -0.88 0.10
H -5.0483 1.7198 -3.5340 0.63 -0.01 0.22 0.11
C -0.1179 -0.4088 4.4803 0.49 -0.16 1.26 -0.14
H -2.1214 1.1606 -7.6706 0.01 -0.91 0.42 0.09
```
Positions in Å, forces in eV/Å.

Values from the calculation:
Gap between HOMO and LUMO = 8.19 eV
Energy above the lowest of the compared OMol25 structures with the same formula, charge and spin = 10.2 kJ/mol
Highest occupied orbital energy = -7.83 eV